No. 1
Density functional theory data (the ωB97M-V functional and the def2-TZVPD basis) for the ion C24H47BCl2F3N3O4P with charge +1.

Its multiplicity is 1. The total charge is +1. As for the frontier orbital gap: 9.450 eV.

Last column: Mulliken charge in e.
CARTESIAN COORDINATES (ANGSTROEM)
1 C -5.90 3.73 3.46  -1.281
2 C -4.40 3.87 3.71  -0.454
3 C -3.58 3.86 2.42  -0.432
4 C -2.09 4.10 2.66  -0.976
5 C -1.20 3.53 1.55  -0.751
6 C -0.79 2.09 1.84  -0.922
7 C -0.01 1.47 0.68  -0.860
8 C 0.13 -0.03 0.94  -0.572
9 N 0.77 -0.92 -0.16  1.387
10 C 1.34 -0.05 -1.23  -1.663
11 C 2.13 -0.71 -2.36  -1.518
12 C 3.44 0.04 -2.73  -1.024
13 C 3.28 0.79 -4.04  -0.335
14 O 3.27 0.24 -5.09  -0.488
15 O 3.16 2.15 -3.95  -0.405
16 C 1.96 2.65 -3.36  0.280
17 C 0.71 2.27 -4.13  -0.909
18 C 1.79 -1.81 0.54  -1.462
19 C 3.10 -1.24 1.16  -0.678
20 Cl 3.06 0.46 1.68  -0.049
21 C 4.33 -1.61 0.27  0.598
22 C 5.03 -2.83 0.85  -1.550
23 Cl 5.52 -0.30 0.06  -0.139
24 C 0.94 -2.83 1.35  0.013
25 C 1.00 -2.79 2.87  0.376
26 F 1.05 -1.56 3.41  -0.228
27 F 2.12 -3.43 3.29  -0.283
28 F -0.05 -3.45 3.40  -0.287
29 C -0.46 -2.86 0.66  -1.001
30 B -1.84 -2.75 1.49  1.200
31 O -2.85 -3.61 1.14  -0.646
32 O -2.02 -1.79 2.45  -0.698
33 C -0.33 -1.94 -0.59  0.062
34 C -1.63 -1.25 -1.06  -1.043
35 C -1.70 -0.70 -2.50  -0.583
36 N -2.53 -1.55 -3.34  -0.576
37 P 0.06 -3.23 -1.94  0.853
38 N -1.01 -4.31 -2.19  -0.936
39 H -6.21 4.40 2.66  0.327
40 H -6.47 3.98 4.35  0.372
41 H -6.15 2.71 3.16  0.305
42 H -4.05 3.06 4.36  0.310
43 H -4.20 4.80 4.24  0.316
44 H -3.96 4.65 1.77  0.340
45 H -3.72 2.90 1.91  0.207
46 H -1.93 5.18 2.71  0.487
47 H -1.80 3.71 3.64  0.433
48 H -0.31 4.14 1.43  0.407
49 H -1.76 3.55 0.61  0.387
50 H -0.19 2.05 2.76  0.432
51 H -1.69 1.50 2.02  0.268
52 H -0.59 1.64 -0.24  0.170
53 H 0.95 1.96 0.57  0.446
54 H 0.70 -0.17 1.85  0.764
55 H -0.86 -0.40 1.15  -0.085
56 H 1.98 0.67 -0.73  1.343
57 H 0.51 0.52 -1.65  0.650
58 H 1.52 -0.73 -3.26  0.494
59 H 2.37 -1.76 -2.16  1.042
60 H 3.76 0.72 -1.94  0.540
61 H 4.23 -0.69 -2.90  0.430
62 H 1.90 2.35 -2.31  -0.199
63 H 2.09 3.73 -3.36  0.433
64 H 0.81 1.30 -4.62  0.298
65 H -0.15 2.22 -3.45  0.175
66 H 0.46 3.02 -4.88  0.388
67 H 2.17 -2.43 -0.27  0.818
68 H 3.25 -1.79 2.08  0.743
69 H 4.00 -1.85 -0.74  -0.140
70 H 5.69 -3.28 0.12  0.424
71 H 5.63 -2.53 1.72  0.422
72 H 4.31 -3.58 1.18  0.339
73 H 1.41 -3.79 1.12  0.790
74 H -0.53 -3.89 0.28  0.687
75 H -2.97 -4.39 1.69  0.343
76 H -2.86 -1.31 2.40  0.323
77 H -1.86 -0.43 -0.39  0.532
78 H -2.45 -1.96 -0.94  0.771
79 H -0.72 -0.60 -2.97  0.201
80 H -2.10 0.33 -2.44  0.362
81 H -3.51 -1.33 -3.18  0.276
82 H -2.39 -1.31 -4.32  0.248
83 H 1.28 -3.76 -1.47  0.024
84 H 0.46 -2.55 -3.11  0.044
85 H -1.89 -4.25 -1.70  0.294

=====

No. 2
Density functional theory data (the ωB97M-V functional and the def2-TZVPD basis) for a cluster of 2 separate species, C11H15N in total.

Its multiplicity is 1. As for the frontier orbital gap: 8.712 eV. The value obtained for the energy above the lowest of the compared OMol25 structures with the same formula, charge and spin is 55.4 kJ/mol.

Last column: natural (NBO) charge in e.
CARTESIAN COORDINATES (ANGSTROEM)
1 C -4.23 -0.49 0.16  -0.609
2 C -3.52 0.02 1.42  -0.616
3 H -3.48 -0.71 -0.60  0.209
4 H -4.66 -1.48 0.33  0.195
5 H -5.00 0.17 -0.21  0.203
6 H -4.21 0.62 2.04  0.198
7 H -2.84 0.80 1.10  0.214
8 H -3.20 -0.85 1.99  0.206
9 C 2.91 1.93 -1.42  -0.627
10 C 1.09 0.26 -0.57  -0.104
11 C 2.21 1.15 -0.34  -0.092
12 C 0.65 -0.24 0.67  0.196
13 C 2.32 1.19 1.02  -0.027
14 C 0.57 -0.33 -1.73  -0.192
15 C -0.43 -1.26 -1.60  -0.241
16 C -0.92 -1.71 -0.36  -0.226
17 C -0.35 -1.18 0.80  -0.255
18 N 1.45 0.34 1.64  -0.548
19 H 0.82 0.04 -2.72  0.209
20 H -0.81 -1.73 -2.51  0.208
21 H -1.59 -2.55 -0.29  0.216
22 H 2.61 2.98 -1.35  0.218
23 H 2.60 1.55 -2.38  0.220
24 H 3.11 1.67 1.57  0.203
25 H 1.56 0.02 2.59  0.410
26 H -0.69 -1.48 1.78  0.211
27 H 3.98 1.97 -1.25  0.220